1.
The following is a quantum chemistry calculation of a cluster of 7 separate species, C33H30F23NO21 in total, from OMol25.

Last column: Löwdin charge in e.
Atoms and positions in Å:
C 6.574 -2.755 2.669  -0.13
N 6.212 -2.879 1.257  -0.09
C 5.884 -1.619 0.601  -0.15
C 4.564 -1.663 -0.142  -0.21
O 4.758 -1.962 -1.550  0.09
C 3.691 -1.479 -2.223  -0.55
O 3.391 -1.758 -3.336  0.17
O 2.996 -0.610 -1.434  0.08
C 3.800 -0.360 -0.256  -0.24
C 2.920 0.012 0.909  -0.10
C 2.144 1.306 0.638  -0.03
C 0.958 1.505 1.567  -0.41
F 1.131 2.617 2.326  0.13
F 0.800 0.483 2.445  0.11
C -0.406 1.736 0.864  -0.34
F -1.326 2.032 1.799  0.16
F -0.281 2.815 0.067  0.14
C -0.903 0.539 -0.024  -0.34
F -0.621 0.822 -1.304  0.17
F -0.244 -0.594 0.279  0.16
C -2.440 0.272 0.050  -0.34
F -2.750 -0.562 -0.952  0.17
F -3.071 1.432 -0.162  0.17
C -2.898 -0.339 1.437  -0.33
F -1.790 -0.498 2.175  0.15
F -3.706 0.526 2.063  0.18
C -3.655 -1.696 1.397  -0.35
F -2.985 -2.577 0.635  0.17
F -3.663 -2.165 2.656  0.17
C -5.136 -1.584 0.923  -0.35
F -5.251 -0.646 -0.030  0.18
F -5.896 -1.232 1.966  0.18
C -5.695 -2.923 0.363  -0.55
F -5.305 -3.949 1.102  0.20
F -5.290 -3.106 -0.896  0.18
F -7.027 -2.875 0.363  0.18
H 7.110 -1.821 2.885  0.07
H 7.216 -3.591 2.943  0.07
H 5.675 -2.785 3.291  0.07
H 6.993 -3.301 0.772  0.09
H 6.649 -1.351 -0.138  0.14
H 5.850 -0.809 1.340  0.12
H 3.911 -2.442 0.268  0.17
H 4.483 0.460 -0.522  0.18
H 3.560 0.152 1.786  0.12
H 2.239 -0.812 1.134  0.12
H 1.807 1.332 -0.403  0.13
H 2.791 2.176 0.771  0.15
O 3.495 0.403 4.214  0.18
C 2.661 -0.438 4.192  -0.57
O 1.480 -0.389 4.850  0.07
C 0.684 -1.502 4.437  -0.05
C 1.734 -2.474 3.938  -0.30
F 1.296 -3.218 2.895  0.08
O 2.756 -1.606 3.493  0.10
H 0.036 -1.195 3.615  0.11
H 0.085 -1.873 5.263  0.14
H 2.137 -3.146 4.699  0.17
O 1.390 8.025 0.180  0.18
C 0.487 7.429 -0.301  -0.55
O -0.822 7.724 -0.103  0.05
C -1.614 6.888 -0.952  -0.04
C -0.671 5.727 -1.208  -0.31
F -0.821 5.198 -2.442  0.09
O 0.600 6.348 -1.115  0.14
H -1.838 7.415 -1.880  0.15
H -2.537 6.609 -0.452  0.14
H -0.729 4.929 -0.472  0.15
O -8.280 -4.152 -6.157  0.18
C -8.192 -4.375 -4.996  -0.54
O -8.055 -3.435 -4.033  0.08
C -8.150 -4.075 -2.759  -0.05
C -7.776 -5.505 -3.099  -0.31
F -8.430 -6.409 -2.335  0.08
O -8.211 -5.616 -4.440  0.14
H -9.178 -4.022 -2.399  0.15
H -7.485 -3.613 -2.039  0.11
H -6.707 -5.721 -3.054  0.17
O 9.400 -3.063 1.831  0.17
C 10.235 -2.478 2.434  -0.54
O 10.982 -1.463 1.944  0.08
C 11.758 -0.913 3.012  -0.05
C 11.799 -2.067 3.996  -0.31
F 11.806 -1.652 5.282  0.08
O 10.583 -2.735 3.724  0.14
H 11.231 -0.063 3.447  0.15
H 12.733 -0.603 2.649  0.14
H 12.626 -2.763 3.849  0.17
O -4.888 10.434 2.968  0.18
C -3.709 10.336 2.976  -0.55
O -2.958 9.857 1.956  0.07
C -1.577 10.035 2.281  -0.05
C -1.622 10.128 3.792  -0.31
F -0.680 10.959 4.293  0.08
O -2.904 10.677 4.023  0.13
H -1.217 10.971 1.852  0.15
H -0.987 9.207 1.902  0.12
H -1.550 9.170 4.311  0.17
O -6.179 -4.555 -11.846  0.18
C -6.040 -4.794 -10.695  -0.55
O -5.868 -3.874 -9.719  0.07
C -5.895 -4.540 -8.452  -0.05
C -5.519 -5.955 -8.841  -0.32
F -6.120 -6.887 -8.063  0.07
O -6.016 -6.050 -10.159  0.13
H -6.902 -4.501 -8.038  0.12
H -5.196 -4.070 -7.766  0.14
H -4.446 -6.157 -8.853  0.17

The LUMO energy is 0.20 eV. The value obtained for the molecular weight is 1213.54 g mol⁻¹.



2.
The following is a quantum chemistry calculation of a structure of composition C24H41CeN10OS at a distorted geometry, from OMol25.

Last column: Löwdin spin population.
Atoms and positions in Å:
Ce 7.954 -16.188 -8.043  1.01
N 6.746 -14.259 -9.283  0.00
C 7.639 -13.480 -10.202  0.00
C 8.506 -14.415 -11.077  0.00
N 9.302 -15.419 -10.354  0.00
C 10.661 -14.932 -10.013  0.00
C 10.698 -13.877 -8.900  0.00
N 10.064 -14.476 -7.741  0.00
C 9.470 -16.683 -11.148  0.00
C 10.120 -17.784 -10.315  0.00
N 9.461 -18.028 -9.035  0.00
H 5.886 -14.447 -9.775  0.00
H 6.528 -13.639 -8.577  0.00
H 8.280 -12.710 -9.703  0.00
H 7.033 -12.820 -10.837  0.00
H 9.154 -13.873 -11.721  0.00
H 7.773 -14.920 -11.706  0.00
H 11.144 -14.512 -10.891  0.00
H 11.330 -15.782 -9.807  0.00
H 10.235 -12.923 -9.144  0.00
H 11.782 -13.667 -8.673  0.00
H 9.573 -13.819 -7.104  0.00
H 10.702 -14.969 -7.081  0.00
H 10.071 -16.454 -12.036  0.00
H 8.448 -16.954 -11.478  0.00
H 11.242 -17.681 -10.194  0.00
H 10.176 -18.720 -10.993  0.00
H 10.164 -18.051 -8.252  0.00
H 9.041 -18.943 -8.948  0.00
C 5.595 -19.814 -5.801  0.00
C 6.003 -18.769 -6.784  0.00
N 6.903 -17.833 -6.538  0.00
N 7.229 -17.736 -5.190  0.00
C 8.418 -17.368 -4.892  0.00
N 8.619 -17.204 -3.545  0.00
S 9.822 -16.872 -5.887  0.00
C 5.423 -18.679 -8.080  0.00
C 4.596 -19.701 -8.614  0.00
C 4.391 -19.840 -9.949  0.00
C 4.863 -18.741 -10.838  0.00
C 5.629 -17.706 -10.210  0.00
N 5.892 -17.715 -8.919  0.00
H 5.778 -19.359 -4.767  0.00
H 6.324 -20.649 -5.907  0.00
H 4.595 -20.146 -5.932  0.00
H 7.956 -17.572 -2.876  0.00
H 9.475 -16.814 -3.204  0.00
H 4.050 -20.274 -7.851  0.00
H 3.860 -20.699 -10.420  0.00
H 4.671 -18.651 -11.912  0.00
H 6.021 -16.988 -10.930  0.00
C 7.607 -8.069 -3.736  0.00
C 7.479 -8.422 -5.170  0.00
N 7.584 -9.826 -5.480  0.00
C 8.546 -10.144 -6.536  0.00
C 9.984 -9.693 -6.269  0.00
C 6.426 -10.581 -5.120  0.00
O 5.578 -10.101 -4.410  0.00
C 6.396 -11.952 -5.705  0.00
C 5.050 -12.319 -6.014  0.00
C 4.742 -13.652 -6.085  0.00
C 5.816 -14.561 -5.933  0.00
N 7.104 -14.234 -5.912  0.00
C 7.398 -12.884 -5.778  0.00
H 7.489 -6.959 -3.533  0.00
H 8.652 -8.195 -3.334  0.00
H 7.037 -8.656 -3.048  0.00
H 8.224 -7.906 -5.770  0.00
H 6.542 -8.014 -5.542  0.00
H 8.246 -9.550 -7.437  0.00
H 8.441 -11.140 -6.798  0.00
H 10.089 -8.584 -6.223  0.00
H 10.657 -10.126 -7.005  0.00
H 10.344 -10.080 -5.303  0.00
H 4.247 -11.583 -6.000  0.00
H 3.669 -13.951 -6.038  0.00
H 5.552 -15.611 -5.933  0.00
H 8.469 -12.633 -5.616  0.00

Its expectation value of S² is 0.751. As for the net charge: +2. As for the relative energy (zero: lowest compared OMol25 entry of this formula, charge and spin): 0.0 kcal per mole. The multiplicity is 2. The LUMO energy (spin up / spin down) is -6.38 / -6.37 eV. The value obtained for the molecular weight is 657.84 g mol⁻¹.



3.
The following is a quantum chemistry calculation of a cluster of 9 separate species, C25H50Br8O7 in total at a distorted geometry, from OMol25.

Last column: Löwdin spin population.
Atoms and positions in Å:
C 1.103 -4.369 -0.594  0.00
C 0.201 -4.150 0.603  0.00
O -0.872 -3.664 0.427  0.00
C 0.651 -4.591 1.977  0.00
H 0.583 -4.138 -1.524  0.00
H 1.586 -5.346 -0.613  0.00
H 1.916 -3.644 -0.564  0.00
H -0.177 -4.302 2.624  0.00
H 1.479 -3.936 2.249  0.00
H 0.826 -5.658 2.120  0.00
C 0.496 2.103 0.257  0.09
C -0.476 0.964 0.470  0.12
O -1.689 1.061 0.370  0.64
C 0.143 -0.413 0.664  0.11
H -0.053 2.833 -0.337  0.00
H 1.433 1.740 -0.167  0.00
H 0.615 2.431 1.290  0.00
H 0.843 -0.298 1.491  0.01
H 0.605 -0.763 -0.259  0.00
H -0.711 -1.058 0.870  0.00
C 3.301 -1.397 -2.980  0.00
C 1.993 -0.511 -3.057  0.00
O 2.085 0.738 -2.976  0.00
C 0.653 -1.205 -3.368  0.00
H 3.430 -1.920 -3.928  0.00
H 3.248 -2.119 -2.165  0.00
H 4.162 -0.748 -2.819  0.00
H 0.291 -1.738 -2.489  0.00
H 0.898 -1.967 -4.107  0.00
H -0.209 -0.595 -3.639  0.00
O -1.798 -1.460 3.161  0.00
C -2.852 -1.195 3.748  0.00
O -4.093 -1.355 3.191  0.00
C -4.153 -1.777 1.850  0.00
C -5.570 -1.944 1.425  0.00
C -2.993 -0.899 5.243  0.00
H -3.637 -2.737 1.812  0.00
H -3.653 -1.048 1.212  0.00
H -6.085 -1.017 1.679  0.00
H -6.031 -2.760 1.981  0.00
H -5.683 -2.199 0.371  0.00
H -2.272 -1.427 5.868  0.00
H -4.028 -1.057 5.545  0.00
H -2.784 0.162 5.374  0.00
O -2.576 0.623 -4.584  0.00
C -2.604 1.646 -5.218  0.00
O -1.607 2.534 -5.279  0.00
C -0.361 2.273 -4.651  0.00
C -0.486 2.772 -3.194  0.00
C -3.804 2.119 -5.966  0.00
H 0.349 2.865 -5.229  0.00
H -0.043 1.239 -4.787  0.00
H -1.254 2.358 -2.540  0.00
H -0.664 3.845 -3.269  0.00
H 0.422 2.609 -2.614  0.00
H -3.506 2.304 -6.998  0.00
H -4.334 2.959 -5.518  0.00
H -4.512 1.294 -6.047  0.00
Br 4.321 4.404 -1.728  0.00
C 5.417 2.882 -1.178  0.00
C 4.834 1.573 -1.707  0.00
Br 6.232 0.151 -1.319  0.00
H 5.540 3.016 -0.103  0.00
H 6.376 3.052 -1.666  0.00
H 4.595 1.612 -2.770  0.00
H 3.929 1.326 -1.151  0.00
Br 6.441 0.725 2.555  0.00
C 5.541 -0.747 3.493  0.00
C 4.854 -1.720 2.581  0.00
Br 3.465 -0.936 1.359  0.01
H 4.913 -0.278 4.250  0.00
H 6.326 -1.395 3.882  0.00
H 4.495 -2.588 3.135  0.00
H 5.530 -2.175 1.857  0.00
Br 1.558 0.686 7.385  0.00
C 0.221 1.292 6.044  0.00
C 0.520 0.731 4.595  0.00
Br 1.992 1.762 3.886  0.00
H 0.174 2.381 6.065  0.00
H -0.784 0.982 6.331  0.00
H -0.260 1.033 3.896  0.00
H 0.673 -0.345 4.518  0.00
Br -5.462 4.175 -0.804  0.00
C -4.102 2.724 -0.691  0.00
C -4.195 1.805 -1.926  0.00
Br -5.948 0.787 -1.924  0.00
H -4.273 2.245 0.273  0.00
H -3.161 3.273 -0.656  0.00
H -3.377 1.093 -2.043  0.00
H -4.130 2.408 -2.831  0.00

Its expectation value of S² is 0.757. As for the net charge: +1. The multiplicity is 2. The LUMO energy (spin up / spin down) is -4.42 / -8.40 eV. The value obtained for the molecular weight is 1101.90 g mol⁻¹.



4.
The following is a quantum chemistry calculation of a cluster of 19 separate species, C54H114O30 in total at a distorted geometry, from OMol25.

Last column: Löwdin charge in e.
Atoms and positions in Å:
C 13.294 16.816 16.634  -0.09
C 14.180 17.775 16.994  -0.10
C 13.849 18.648 18.041  -0.10
C 12.547 18.632 18.547  -0.09
C 11.644 17.703 18.072  -0.08
C 11.981 16.815 17.085  -0.06
H 13.669 16.024 15.979  0.11
H 15.222 17.740 16.649  0.09
H 14.590 19.312 18.444  0.09
H 12.333 19.340 19.356  0.12
H 10.709 17.710 18.645  0.11
H 11.451 15.960 16.794  0.07
C 21.116 14.969 10.163  -0.09
C 21.290 15.564 11.416  -0.09
C 22.424 16.290 11.667  -0.10
C 23.328 16.642 10.678  -0.10
C 23.109 16.156 9.392  -0.09
C 22.051 15.230 9.187  -0.10
H 20.227 14.501 9.888  0.08
H 20.632 15.432 12.248  0.08
H 22.530 16.629 12.704  0.09
H 24.277 17.177 10.890  0.11
H 23.717 16.436 8.471  0.12
H 21.894 14.693 8.225  0.11
C 12.045 12.775 15.570  -0.07
C 12.574 12.675 14.258  -0.08
C 11.792 13.121 13.211  -0.10
C 10.567 13.705 13.497  -0.14
C 10.075 13.908 14.788  -0.08
C 10.821 13.416 15.875  -0.08
H 12.658 12.365 16.351  0.08
H 13.588 12.272 14.070  0.10
H 12.168 13.056 12.169  0.12
H 9.951 14.021 12.629  0.12
H 9.108 14.362 14.937  0.11
H 10.441 13.445 16.893  0.11
C 17.377 19.661 18.987  -0.11
C 17.710 21.012 19.043  -0.07
C 18.015 21.713 17.870  -0.06
C 17.877 21.059 16.598  -0.07
C 17.602 19.715 16.608  -0.13
C 17.312 19.032 17.762  -0.12
H 17.198 19.075 19.879  0.08
H 17.563 21.465 20.028  0.11
H 18.294 22.737 17.767  0.09
H 18.169 21.560 15.645  0.12
H 17.499 19.224 15.657  0.08
H 17.097 17.977 17.652  0.07
C 21.718 14.571 16.018  -0.21
C 23.208 14.665 15.894  -0.20
O 23.848 13.832 16.860  -0.09
O 21.361 14.936 17.357  -0.06
H 21.375 13.561 15.699  0.10
H 21.227 15.235 15.274  0.11
H 23.494 15.669 15.982  0.10
H 23.672 14.261 14.941  0.15
H 23.961 14.336 17.682  0.05
H 21.384 14.201 17.997  0.06
C 21.633 17.922 20.043  -0.20
C 20.227 17.846 19.491  -0.19
O 19.590 16.985 20.443  -0.10
O 22.196 16.625 20.060  -0.07
H 21.615 18.350 21.053  0.13
H 22.255 18.555 19.396  0.13
H 20.233 17.368 18.489  0.12
H 19.796 18.821 19.493  0.10
H 18.710 17.385 20.617  0.06
H 21.471 16.002 20.221  0.07
C 20.537 18.131 15.543  -0.23
C 21.217 19.460 15.467  -0.23
O 22.633 19.394 15.658  -0.05
O 20.909 17.283 14.453  -0.13
H 19.465 18.270 15.524  0.09
H 20.935 17.575 16.415  0.12
H 20.817 20.052 16.275  0.10
H 21.012 19.997 14.527  0.13
H 23.004 18.763 15.064  0.06
H 20.263 17.522 13.698  0.09
C 11.277 17.449 11.926  -0.21
C 11.899 18.693 12.487  -0.19
O 13.062 18.415 13.314  -0.11
O 10.843 16.816 13.129  -0.07
H 12.011 16.819 11.395  0.13
H 10.450 17.726 11.287  0.12
H 11.204 19.271 13.144  0.14
H 12.361 19.332 11.763  0.12
H 12.783 17.892 14.067  0.07
H 10.651 15.897 12.986  0.02
C 15.804 14.095 11.774  -0.23
C 16.850 14.919 11.108  -0.22
O 18.001 15.052 11.922  -0.09
O 16.221 12.741 11.950  -0.06
H 14.848 14.041 11.165  0.14
H 15.544 14.517 12.731  0.11
H 16.543 15.946 10.883  0.10
H 17.107 14.475 10.129  0.13
H 18.108 14.126 12.205  0.08
H 16.290 12.456 12.856  0.04
C 19.882 12.182 20.389  -0.20
C 20.012 13.669 20.601  -0.21
O 19.055 14.347 19.822  -0.08
O 18.596 11.614 20.641  -0.06
H 20.590 11.649 21.040  0.14
H 20.107 11.902 19.378  0.09
H 21.050 13.861 20.302  0.09
H 19.824 13.902 21.638  0.13
H 19.194 15.282 20.032  0.05
H 18.461 11.137 19.810  0.08
C 21.142 11.267 12.210  -0.23
C 19.729 11.488 12.793  -0.22
O 19.556 12.850 13.111  -0.11
O 22.139 11.989 12.902  -0.07
H 21.191 11.490 11.151  0.11
H 21.375 10.188 12.352  0.13
H 19.521 10.871 13.650  0.09
H 18.991 11.281 11.966  0.14
H 19.733 12.992 14.074  0.08
H 21.956 12.935 12.788  0.07
C 14.598 11.673 21.479  -0.27
C 15.796 12.054 22.419  -0.15
O 16.655 13.121 21.869  -0.11
O 14.800 11.394 20.141  -0.06
H 13.869 12.457 21.651  0.10
H 14.156 10.775 21.918  0.12
H 16.336 11.194 22.704  0.10
H 15.247 12.463 23.283  0.12
H 17.354 12.640 21.398  0.04
H 15.254 12.152 19.692  0.09
C 17.855 18.208 11.808  -0.20
C 16.639 18.576 12.565  -0.19
O 15.805 17.405 12.746  -0.08
O 18.758 17.430 12.621  -0.11
H 18.313 19.154 11.524  0.13
H 17.664 17.606 10.953  0.10
H 16.072 19.346 11.985  0.14
H 16.860 18.932 13.574  0.11
H 14.895 17.672 12.742  0.05
H 18.511 16.480 12.497  0.03
C 16.405 16.553 20.130  -0.20
C 15.161 15.877 20.728  -0.22
O 15.311 15.479 22.097  -0.08
O 17.028 17.405 21.117  -0.10
H 16.024 17.145 19.230  0.11
H 17.069 15.768 19.763  0.10
H 14.859 15.039 20.076  0.12
H 14.395 16.661 20.780  0.12
H 15.870 14.671 22.060  0.04
H 16.811 17.021 21.994  0.12
C 15.592 11.389 16.698  -0.22
C 16.060 10.465 15.543  -0.18
O 16.743 11.293 14.600  -0.09
O 16.618 11.816 17.560  -0.06
H 14.940 10.852 17.328  0.10
H 15.025 12.239 16.332  0.11
H 15.239 10.007 15.015  0.11
H 16.665 9.677 16.026  0.13
H 17.713 11.111 14.678  0.07
H 17.000 12.634 17.235  0.04
C 23.988 13.743 20.280  -0.22
C 23.752 12.458 19.571  -0.28
O 22.587 12.490 18.819  -0.09
O 24.171 14.853 19.401  -0.08
H 24.877 13.734 20.876  0.12
H 23.086 13.782 20.922  0.12
H 23.790 11.669 20.338  0.13
H 24.595 12.151 18.924  0.13
H 22.921 12.882 17.980  0.05
H 23.587 15.616 19.629  0.07
C 20.462 11.115 16.293  -0.17
C 19.934 9.805 16.866  -0.19
O 18.784 9.998 17.704  -0.07
O 19.442 11.885 15.595  -0.14
H 21.328 11.048 15.628  0.13
H 20.815 11.697 17.198  0.11
H 20.742 9.432 17.498  0.13
H 19.640 9.101 16.101  0.11
H 18.086 10.564 17.379  0.02
H 19.137 12.545 16.230  0.04
C 13.321 21.928 14.256  -0.25
C 13.335 21.261 15.608  -0.23
O 12.375 20.188 15.652  -0.08
O 13.835 20.983 13.358  -0.08
H 13.963 22.813 14.268  0.12
H 12.287 22.236 13.960  0.13
H 13.007 22.038 16.332  0.12
H 14.338 20.939 15.903  0.12
H 12.684 19.568 16.337  0.03
H 13.451 20.154 13.612  0.00
C 17.572 14.973 16.737  -0.16
C 17.416 14.921 15.240  -0.22
O 16.361 15.840 14.938  -0.07
O 18.468 13.886 17.154  -0.12
H 16.554 14.807 17.233  0.14
H 17.921 15.984 17.015  0.12
H 17.231 13.888 14.943  0.10
H 18.308 15.183 14.651  0.12
H 16.463 16.253 14.078  0.03
H 18.707 14.033 18.091  0.06

The LUMO energy is 0.50 eV. The value obtained for the molecular weight is 1243.48 g mol⁻¹.